[1]
{"formula": "C4H10N2O", "method": "ωB97M-V/def2-TZVPD", "elements": ["O", "C", "C", "C", "C", "N", "N", "H", "H", "H", "H", "H", "H", "H", "H", "H", "H"], "positions_angstrom": [[-3.0806, 0.8220, -0.3312], [-2.0933, 0.9332, 0.3527], [-0.6883, 0.6073, -0.2938], [-0.2921, -0.7906, 0.3482], [1.1278, -1.2296, 0.3414], [1.6483, -1.0543, -1.0271], [0.2362, 1.6926, -0.2064], [-2.0812, 1.5108, 1.4261], [-0.8835, 0.2441, -1.3558], [-0.9222, -1.5291, -0.1231], [-0.5726, -0.8729, 1.4042], [1.0786, -2.2429, 0.5484], [1.9149, -0.7478, 1.1006], [2.4167, -1.7384, -1.0844], [1.9038, -0.0584, -1.2818], [-0.1976, 2.5440, -0.6150], [0.4854, 1.9101, 0.7972]], "gap_ev": 9.962, "multiplicity": 1, "smiles": "NCC[C@H](N)C=O", "e_above_lowest_ev": 2.7043}

***

[2]
{"formula": "C23H15F9O3PPt", "method": "ωB97M-V/def2-TZVPD", "elements": ["Pt", "O", "C", "O", "C", "C", "C", "C", "C", "C", "P", "C", "C", "C", "C", "C", "C", "C", "C", "C", "C", "C", "C", "H", "H", "H", "H", "H", "H", "H", "H", "H", "H", "H", "H", "H", "H", "F", "C", "F", "F", "C", "O", "C", "F", "F", "F", "C", "F", "F", "F", "H"], "positions_angstrom": [[-1.3673, -0.2575, 0.7379], [-2.6795, -0.7238, -1.8496], [-1.9504, -1.4768, -1.1323], [-2.2350, -1.9069, 0.0343], [-0.6735, -1.9736, -1.7816], [-0.8136, -2.9111, -2.8253], [0.2994, -3.4460, -3.4710], [1.5741, -3.0567, -3.0790], [1.7322, -2.1206, -2.0539], [0.6222, -1.5426, -1.4047], [0.8546, -0.3308, -0.0929], [2.0156, -1.0937, 1.0661], [1.7075, -2.3682, 1.5773], [2.5054, -2.9754, 2.5506], [3.6250, -2.3129, 3.0423], [3.9474, -1.0489, 2.5546], [3.1498, -0.4459, 1.5746], [1.5983, 1.1809, -0.7141], [2.2627, 1.3220, -1.9351], [2.7730, 2.5631, -2.3385], [2.6149, 3.6886, -1.5324], [1.9431, 3.5770, -0.3215], [1.4404, 2.3370, 0.0788], [-1.8165, -3.2146, -3.1212], [0.1642, -4.1678, -4.2699], [2.4473, -3.4781, -3.5666], [2.7412, -1.8411, -1.7591], [0.8110, -2.8897, 1.2358], [2.2307, -3.9546, 2.9323], [4.2346, -2.7743, 3.8132], [4.8100, -0.5184, 2.9471], [3.4197, 0.5502, 1.2355], [2.3755, 0.4776, -2.6074], [3.2767, 2.6496, -3.2970], [2.9952, 4.6525, -1.8567], [1.7887, 4.4493, 0.3069], [0.8940, 2.2787, 1.0205], [-4.9137, 0.4206, -0.6355], [-4.6858, 1.5930, 0.0136], [-4.6981, 2.5609, -0.9408], [-5.7967, 1.8117, 0.7622], [-3.4095, 1.5808, 0.8297], [-2.3022, 1.3618, 0.0765], [-3.6139, 0.5274, 1.8992], [-3.7614, -0.7249, 1.3915], [-4.7202, 0.7416, 2.6557], [-2.5821, 0.4573, 2.7814], [-3.3740, 2.9079, 1.5596], [-2.3242, 3.0164, 2.4164], [-4.4793, 3.1322, 2.3147], [-3.2880, 3.9744, 0.7211], [-1.3673, -0.2575, 2.4557]], "gap_ev": [5.640, 6.652], "multiplicity": 3, "charge": -1}

***

[3]
{"formula": "C20H24BrIrNOP2", "method": "ωB97M-V/def2-TZVPD", "elements": ["C", "C", "C", "C", "C", "C", "C", "C", "C", "C", "C", "C", "C", "H", "H", "H", "H", "H", "H", "H", "N", "Ir", "C", "H", "H", "C", "H", "H", "P", "P", "C", "H", "H", "H", "C", "H", "H", "H", "C", "H", "H", "H", "C", "H", "H", "H", "C", "O", "H", "Br"], "positions_angstrom": [[1.2218, -3.4356, -1.5658], [1.0578, -2.1935, -0.9675], [-0.1257, -1.4586, -1.2497], [-1.1451, -2.0048, -2.0458], [-0.9629, -3.2638, -2.6223], [0.2242, -3.9680, -2.3921], [-2.3984, -1.1940, -2.1269], [-2.0843, 0.2609, -2.2707], [-1.0218, 0.7295, -1.4806], [-0.7412, 2.1206, -1.3806], [-1.5125, 2.9994, -2.1280], [-2.5454, 2.5310, -2.9488], [-2.8414, 1.1677, -3.0129], [2.1424, -3.9932, -1.3747], [-1.7546, -3.6820, -3.2440], [0.3758, -4.9458, -2.8472], [-3.0456, -1.5372, -2.9300], [-1.2897, 4.0685, -2.0663], [-3.1256, 3.2439, -3.5319], [-3.6573, 0.7924, -3.6318], [-0.2959, -0.1828, -0.7455], [-0.4726, -0.0132, 1.4511], [2.0953, -1.5725, -0.0634], [2.4234, -0.5921, -0.4458], [2.9670, -2.2294, 0.0419], [0.4182, 2.5757, -0.5266], [1.3535, 2.0944, -0.8585], [0.5303, 3.6653, -0.5982], [1.3996, -1.2615, 1.6235], [0.2595, 2.1585, 1.2740], [-0.9016, 3.4047, 1.9029], [-1.0050, 3.2750, 2.9880], [-0.5263, 4.4146, 1.6849], [-1.8800, 3.2552, 1.4333], [1.8743, 2.5966, 1.9824], [2.0301, 3.6829, 1.9110], [1.8932, 2.3036, 3.0399], [2.6838, 2.0840, 1.4500], [0.9513, -2.9231, 2.2197], [1.7750, -3.6299, 2.0512], [0.7284, -2.8666, 3.2933], [0.0603, -3.2704, 1.6836], [2.7941, -0.7474, 2.6640], [2.4221, -0.5345, 3.6750], [3.5334, -1.5596, 2.7182], [3.2758, 0.1511, 2.2618], [-0.6581, 0.0797, 3.2953], [-0.7724, 0.1385, 4.4520], [-2.8591, -1.2683, -1.0941], [-2.8682, 0.5341, 1.0525]], "gap_ev": [5.813, 5.370], "multiplicity": 5, "e_above_lowest_ev": 0.0000, "charge": 1}

***

[4]
{"formula": "C18H20N6O3RuS", "method": "ωB97M-V/def2-TZVPD", "elements": ["Ru", "N", "C", "N", "C", "N", "C", "C", "N", "C", "C", "N", "H", "H", "H", "H", "H", "S", "C", "N", "C", "C", "O", "C", "C", "H", "H", "H", "H", "H", "H", "H", "H", "H", "H", "O", "C", "O", "C", "C", "C", "C", "C", "C", "H", "H", "H", "H", "H"], "positions_angstrom": [[-0.9941, 0.6456, -0.3865], [-0.8823, 2.6273, -4.0794], [-0.1546, 2.0813, -3.1103], [-0.9803, 1.6902, -2.1502], [-2.2205, 2.0336, -2.6245], [-2.1960, 2.6026, -3.7948], [-3.3586, 1.5962, -1.8341], [-4.6882, 1.8785, -2.0950], [-5.6614, 1.3720, -1.3488], [-5.3034, 0.5725, -0.3530], [-3.9755, 0.2868, -0.0615], [-2.9948, 0.8146, -0.7981], [-0.5637, 3.0297, -4.9501], [0.9146, 1.9926, -3.1307], [-4.9570, 2.5195, -2.9258], [-6.0899, 0.1402, 0.2524], [-3.7027, -0.3537, 0.7631], [0.4834, 2.8249, 2.0179], [-0.9565, 1.9613, 1.7982], [-1.8665, 1.2416, 1.6978], [-1.4660, -2.3221, -0.9558], [-0.0818, -2.1560, -1.5297], [0.3565, -0.7550, -1.4796], [1.8144, -0.7111, -1.4119], [2.3756, 0.6929, -1.3615], [-1.8077, -3.3521, -1.0622], [-2.1870, -1.7040, -1.4942], [-1.4773, -2.0999, 0.1169], [-0.0377, -2.4698, -2.5729], [0.6434, -2.7435, -0.9660], [2.1778, -1.2467, -2.2900], [2.1050, -1.2688, -0.5229], [2.5913, 1.0974, -2.3487], [3.3236, 0.6731, -0.8243], [1.7206, 1.3845, -0.8264], [1.3676, 1.6371, 2.7378], [1.4584, 0.3848, 2.1670], [0.8127, 0.0982, 1.1745], [2.3482, -0.4972, 2.9061], [3.0340, -0.0654, 4.0457], [3.8664, -0.9473, 4.7088], [4.0146, -2.2477, 4.2423], [3.3293, -2.6816, 3.1119], [2.4938, -1.8099, 2.4438], [2.9174, 0.9451, 4.4098], [4.4004, -0.6240, 5.5911], [4.6673, -2.9327, 4.7669], [3.4465, -3.6979, 2.7627], [1.9406, -2.1379, 1.5743]], "gap_ev": [7.792, 7.769], "multiplicity": 1, "e_above_lowest_ev": 0.6890, "charge": 2}

***

[5]
{"formula": "C3H12NOS", "method": "ωB97M-V/def2-TZVPD", "elements": ["C", "C", "C", "S", "N", "H", "H", "H", "H", "H", "H", "H", "H", "H", "H", "H", "H", "O"], "positions_angstrom": [[-0.4278, 1.1319, 0.1812], [-0.4534, -0.2045, 0.9616], [-1.7917, -0.9128, 1.0051], [-1.7515, -2.5547, 1.6614], [0.9381, 1.3839, -0.4297], [-1.1282, 1.0208, -0.6394], [-0.5970, 2.0129, 0.7893], [-0.1184, 0.0313, 1.9848], [0.3773, -0.8610, 0.6771], [-2.2376, -0.8267, 0.0032], [-2.6061, -0.2770, 1.4078], [-1.8536, -3.3795, 0.5857], [1.4563, 0.5871, -0.9616], [0.8090, 2.1684, -1.0588], [1.5792, 1.7254, 0.2926], [2.6005, 0.0855, -2.8459], [2.8922, -0.9290, -1.6528], [2.3127, -0.2019, -1.9618]], "gap_ev": [12.788, 7.373], "multiplicity": 2, "e_above_lowest_ev": 0.0012, "charge": 2}

***

[6]
{"formula": "C5H5NO", "method": "ωB97M-V/def2-TZVPD", "elements": ["C", "C", "C", "C", "C", "H", "H", "H", "H", "H", "N", "O"], "positions_angstrom": [[-1.0252, -0.1342, 1.0509], [0.5943, -1.3157, -0.1272], [0.0085, -0.3051, -1.0384], [0.3038, 1.0738, -0.7746], [1.0002, 2.0719, -0.4017], [-1.7791, 0.6835, 0.7659], [1.1085, -0.8316, 0.7504], [0.4521, -2.5584, -0.2103], [-0.1926, -0.5217, -1.9813], [1.4555, 3.1429, -0.3034], [-0.7980, -0.8646, 0.0229], [-1.1280, -0.4410, 2.2470]], "gap_ev": 10.414, "multiplicity": 1, "smiles": "C#C[C@H]1CN1C=O", "e_above_lowest_ev": 5.7044}